1.
{
  "formula": "C25H60F3Na2O15S",
  "method": "wB97M-V/def2-TZVPD",
  "homo_energy_ev": -10.57,
  "charge": 1,
  "total_energy_ha": -3139.04682,
  "de_lowest_kcal_mol": 71.4,
  "gap_ev": 6.2,
  "symbols": ["S", "Na", "Na", "F", "F", "F", "O", "O", "O", "O", "O", "O", "O", "O", "O", "O", "O", "O", "O", "O", "O", "C", "C", "C", "C", "C", "C", "C", "C", "C", "C", "C", "C", "C", "C", "C", "C", "C", "C", "C", "C", "C", "C", "C", "C", "C", "H", "H", "H", "H", "H", "H", "H", "H", "H", "H", "H", "H", "H", "H", "H", "H", "H", "H", "H", "H", "H", "H", "H", "H", "H", "H", "H", "H", "H", "H", "H", "H", "H", "H", "H", "H", "H", "H", "H", "H", "H", "H", "H", "H", "H", "H", "H", "H", "H", "H", "H", "H", "H", "H", "H", "H", "H", "H", "H", "H"],
  "xyz": [[1.40082, -0.13601, 1.27981], [3.50409, 0.20362, 4.53706], [1.00231, 3.02910, -0.80090], [-0.19762, -1.96706, 2.30614], [-0.75718, 0.19303, 2.84882], [-1.21837, -0.68855, 1.01286], [2.74205, 2.80618, -2.50359], [-6.94596, 3.39976, 2.53732], [-0.16516, -4.74632, -0.96004], [8.09594, -4.76142, -1.81936], [0.64164, 4.24155, 1.19255], [-5.41742, 0.86839, 2.61435], [2.19376, -4.53320, -2.47084], [1.99333, -1.16567, 0.48297], [-5.34013, -2.46104, -0.26758], [5.83441, -2.64624, -0.12048], [0.29917, 5.77752, -1.25082], [1.08922, 0.95500, 0.37209], [3.76276, 3.55675, 0.21217], [2.12370, 0.18898, 2.49399], [-8.09552, -3.26572, -0.43833], [0.16952, -3.48241, -1.56423], [-9.26695, -3.77032, 0.07782], [-7.87252, 3.68851, 1.50909], [6.76176, -3.59331, -0.21546], [0.58103, 6.23812, -2.56492], [-0.27060, -0.70762, 1.90574], [1.18807, 6.17467, -0.10858], [7.44870, -3.53073, -1.66347], [3.73047, 3.42067, 1.67109], [8.82135, -4.96086, -3.01400], [0.50319, 5.63294, 1.19663], [-1.51423, -5.13822, -1.08614], [1.69773, -3.41545, -1.70304], [0.51374, 3.70135, 2.50316], [5.48152, -2.18687, 1.20491], [4.09033, 2.28201, -0.49258], [4.04691, 2.42406, -2.02507], [-7.69372, -1.98304, -0.04151], [-6.33626, -1.55144, -0.62667], [-3.96705, -2.00822, -0.40981], [2.60823, 2.91306, -3.97213], [-4.15999, 0.21933, 2.94744], [3.62060, -4.41167, -2.69709], [-5.80257, 1.68293, 3.72885], [-7.14701, 2.29270, 3.33327], [-4.33906, -0.40972, 3.81941], [-1.61324, -5.71310, -2.00690], [-10.05837, -3.02926, 0.19003], [6.31973, -4.57161, -0.02666], [3.80517, -3.41977, -3.10959], [6.20920, -1.45788, 1.56150], [-9.16212, -4.03949, 1.12885], [0.76577, 2.64093, 2.49348], [4.39971, 1.47445, -2.42741], [-8.16419, 2.77033, 0.99921], [-6.42145, -1.55171, -1.71333], [-5.94843, 1.14764, 4.66709], [-3.26825, -2.48537, 0.27729], [-8.78058, 4.15868, 1.88653], [9.52877, -4.22414, -3.39466], [-0.54324, 3.74305, 2.76612], [2.14620, -3.50547, -0.71367], [1.16606, 4.08997, 3.28518], [-3.74574, -0.95414, -0.24239], [-3.23701, 0.77670, 3.10730], [4.48176, -1.78869, 1.37817], [7.55519, -3.47730, 0.52286], [1.93743, -2.44371, -2.13475], [-7.74149, -1.94328, 1.04672], [-7.72022, 1.54945, 2.77910], [1.63290, 3.28079, -4.29089], [1.37004, 7.24246, 0.01307], [5.65693, -2.97161, 1.94078], [4.04854, -4.25272, -1.70729], [3.70814, 4.34201, 2.25309], [-0.34866, 6.11173, -3.11971], [9.51876, -5.77711, -2.82571], [5.04360, 1.82461, -0.22771], [-7.82297, 2.48847, 4.16564], [6.87948, -3.20922, -2.53566], [0.74060, 7.31585, -2.59869], [-1.59763, -5.81771, -0.23794], [4.72368, 3.13534, 2.01780], [-0.27754, -3.39811, -2.55475], [1.38325, 5.63468, -2.98965], [4.05511, -5.23853, -3.25887], [1.15294, 6.08315, 1.94712], [-0.50976, 5.95463, 1.43861], [-5.07829, 2.48830, 3.85086], [-8.44230, -1.25317, -0.34975], [-2.24522, -4.33126, -1.03544], [3.40484, 3.51881, -4.40410], [-9.58151, -4.58125, -0.57910], [-3.63243, -2.24100, -1.42072], [-5.97022, -0.60317, -0.23307], [3.08079, 2.61898, 2.02225], [-7.61891, 4.48842, 0.81345], [8.25642, -5.24233, -3.90267], [-3.97568, -0.39841, 2.06851], [8.27446, -2.83300, -1.52426], [3.42015, 1.45383, -0.26222], [4.82284, 3.15927, -2.23838], [2.14085, 5.65027, -0.18158], [-0.22266, -2.66217, -0.96298], [2.66023, 1.90379, -4.38049]]
}

=====

2.
{
  "formula": "C12H19NO",
  "method": "wB97M-V/def2-TZVPD",
  "homo_energy_ev": -8.94,
  "total_energy_ha": -598.57218,
  "de_lowest_kcal_mol": 47.8,
  "gap_ev": 9.7,
  "symbols": ["O", "N", "C", "C", "C", "C", "C", "C", "C", "C", "C", "C", "C", "C", "H", "H", "H", "H", "H", "H", "H", "H", "H", "H", "H", "H", "H", "H", "H", "H", "H", "H", "H"],
  "xyz": [[1.92223, -1.62948, 1.61107], [2.23489, -1.16684, -0.51022], [2.37690, 0.23400, -0.06374], [2.29751, -1.42158, -1.92114], [1.32135, -3.38648, 0.05343], [-3.44937, 1.24844, -0.06547], [-2.49876, 0.39492, 1.91181], [-1.20048, 0.65526, 1.50028], [-2.03048, 2.59506, -1.64863], [-2.20634, 1.74648, -0.43378], [1.86915, -2.07536, 0.47649], [2.39378, 1.29645, -1.17883], [-3.63498, 0.55015, 1.12307], [-1.10320, 1.46996, 0.36804], [1.68533, 2.07772, -0.94095], [-0.34649, 0.22898, 1.99760], [-1.98392, 3.65014, -1.37684], [3.31626, 0.27826, 0.49263], [-4.57838, 0.09429, 1.40286], [-2.82265, 2.49740, -2.38071], [-1.08032, 2.43312, -2.19686], [1.56330, -1.14951, -2.73807], [1.76506, -4.13704, 0.73963], [-0.15445, 1.94190, 0.12777], [3.33110, -1.45672, -2.24201], [3.41188, 1.68178, -1.22217], [1.60930, 0.48530, 0.67549], [1.38884, -3.80584, -0.93178], [0.27616, -3.40998, 0.38926], [1.80446, -2.37250, -2.18655], [-2.64973, -0.24182, 2.77724], [2.03839, 1.24148, -2.24437], [-4.32068, 1.29815, -0.70829]]
}